Entry from the Open Molecules 2025 dataset: C23H17N3O13S5Ti as an isolated structure (ωB97M-V with the def2-TZVPD basis set).

Output
LUMO level   3.49 eV
Net charge   -2
Highest occupied orbital energy   -3.6 eV
Kohn-Sham gap   7.108 eV
Energy relative to the best compared isomer or geometry (same formula, charge and spin)   0.1168 eV
Multiplicity   1

Structure (XYZ):
```
62
Properties=species:S:1:pos:R:3:forces:R:3:mulliken_charge:R:1
Ti 0.429 0.142 -0.892 -0.6 0.0 -0.1 1.149
O -4.355 2.884 1.432 0.1 0.2 0.2 -0.566
C -3.318 3.481 2.005 -0.2 -0.1 -0.1 0.390
O -3.441 4.487 2.665 0.0 0.0 0.0 -0.659
C -1.988 2.866 1.786 0.2 0.1 0.2 0.310
C -0.808 3.371 2.303 0.0 -0.1 -0.1 -0.681
N 0.187 2.579 1.873 -0.1 0.0 0.1 -0.145
N -0.272 1.576 1.118 0.2 0.0 -0.2 0.781
C -1.576 1.743 1.050 0.0 -0.1 0.0 -0.431
C -2.288 0.791 0.161 0.1 -0.1 0.0 1.124
O -3.508 0.805 0.063 0.0 0.0 0.0 -0.912
O -1.492 -0.001 -0.463 -0.3 -0.2 0.0 -0.081
H -4.082 2.067 0.929 0.0 -0.1 -0.1 0.438
H -0.635 4.229 2.928 0.0 0.0 0.0 0.537
H 1.189 2.692 2.002 -0.1 0.0 0.0 0.011
O 3.177 2.506 1.373 0.1 0.1 0.1 -0.823
S 2.938 1.259 0.682 -0.3 -0.3 -0.5 1.805
O 2.581 0.148 1.536 0.1 0.0 0.0 -0.830
O 1.944 1.470 -0.419 0.2 -0.1 0.1 -0.613
C 4.445 0.807 -0.153 0.2 0.1 0.1 0.236
C 5.602 1.314 0.428 0.1 0.0 0.0 -0.606
C 6.852 0.983 -0.070 -0.1 0.1 0.1 -0.615
C 6.949 0.136 -1.159 0.0 0.0 0.0 -0.588
C 5.797 -0.371 -1.741 0.1 0.0 0.0 -0.734
C 4.538 -0.043 -1.257 0.1 -0.1 0.0 -0.211
S 3.178 -0.702 -2.230 -0.3 0.0 0.8 1.394
O 2.133 -1.021 -1.163 0.1 0.3 -0.6 -0.500
O 3.658 -1.921 -2.816 0.1 -0.1 -0.1 -0.735
O 2.785 0.368 -3.098 0.0 -0.1 0.0 -0.715
H 5.506 1.980 1.275 0.0 0.0 0.0 0.461
H 7.741 1.387 0.396 0.0 0.0 0.0 0.371
H 7.918 -0.136 -1.557 0.0 0.0 0.0 0.368
H 5.864 -1.043 -2.586 0.0 0.0 0.0 0.489
S -0.240 2.006 -2.211 0.2 -0.2 0.1 -0.392
C -1.470 1.282 -3.229 0.0 0.0 0.0 0.336
C -2.448 2.079 -3.831 0.0 0.0 0.0 -0.722
C -3.389 1.525 -4.677 0.0 -0.2 0.0 -0.529
C -3.375 0.152 -4.933 0.0 0.2 0.0 -0.496
C -2.416 -0.647 -4.340 0.0 0.0 0.0 -0.630
C -1.456 -0.097 -3.488 0.0 0.0 0.1 0.604
S -0.194 -1.098 -2.806 0.2 0.2 0.1 -0.403
H -2.463 3.140 -3.618 0.0 0.0 0.0 0.401
H -4.144 2.157 -5.130 0.0 0.0 0.0 0.343
H -4.118 -0.290 -5.585 0.0 0.0 0.0 0.342
H -2.402 -1.713 -4.527 0.0 0.0 0.0 0.402
N 0.417 -1.655 0.609 0.2 0.3 0.1 -0.083
C -0.645 -2.169 1.431 0.0 -0.1 0.0 0.317
C -1.065 -1.485 2.562 0.1 -0.1 0.0 -0.014
C -2.021 -2.052 3.395 0.0 0.1 0.1 -0.808
C -2.576 -3.290 3.107 0.1 0.1 0.0 -0.128
C -2.170 -3.951 1.957 0.0 -0.1 0.0 -0.851
C -1.211 -3.399 1.125 0.0 0.1 -0.1 -0.503
S -3.782 -4.045 4.207 0.0 0.0 0.0 1.301
O -5.074 -3.692 3.639 0.0 0.0 0.0 -0.690
O -3.513 -3.438 5.504 0.0 0.0 0.0 -0.721
O -3.477 -5.470 4.134 0.0 0.0 0.0 -0.719
H 0.789 -2.385 0.015 -0.1 -0.1 -0.1 0.323
H 1.203 -1.360 1.188 0.0 0.1 0.0 0.369
H -0.610 -0.537 2.818 0.0 0.1 0.0 0.344
H -2.324 -1.544 4.302 0.0 0.0 0.0 0.448
H -2.590 -4.925 1.739 0.0 0.0 0.0 0.394
H -0.886 -3.934 0.239 0.0 0.0 0.0 0.345
```
Positions in Å, forces in eV/Å.



Entry from the Open Molecules 2025 dataset: C38H36Br2IrN5O3 as an isolated structure in a non-equilibrium geometry (ωB97M-V with the def2-TZVPD basis set).

Output
LUMO level (spin up / spin down)   -3.47 / -4.31 eV
Net charge   +1
Highest occupied orbital energy (spin up / spin down)   -10.0 / -10.0 eV
Kohn-Sham gap (spin up / spin down)   6.493 / 5.665 eV
Energy relative to the best compared isomer or geometry (same formula, charge and spin)   1.4732 eV
Multiplicity   2

Structure (XYZ):
```
85
Properties=species:S:1:pos:R:3:forces:R:3:mulliken_charge:R:1
Ir 0.690 -0.580 -0.022 0.6 -0.2 -1.0 2.472
Br -4.985 -5.330 -0.777 0.0 0.0 0.0 -0.185
C -3.365 -4.364 -0.778 0.1 0.1 0.1 -0.423
C -2.471 -4.522 -1.855 -0.1 0.0 0.0 -0.509
C -1.282 -3.853 -1.887 0.1 0.0 0.1 -0.529
C -0.914 -2.961 -0.847 -0.3 -0.3 0.0 0.235
O 0.248 -2.395 -0.930 0.5 -0.1 0.5 -0.335
C -1.837 -2.799 0.226 0.3 0.3 0.0 -0.114
C -1.522 -1.989 1.341 0.3 -0.5 -0.1 0.069
N -0.524 -1.156 1.429 -1.4 0.6 0.4 0.978
C -0.150 -0.679 2.714 0.4 -0.2 0.0 0.123
C -0.946 -0.458 3.800 0.0 0.0 -0.1 -0.682
C -0.345 -0.077 5.018 -0.1 0.0 0.1 -1.205
C 1.009 0.054 5.146 0.0 0.0 0.0 -0.859
C 1.854 -0.163 4.031 0.0 0.0 0.0 0.931
C 3.263 -0.049 4.038 0.0 0.0 0.0 -0.889
C 3.950 -0.253 2.875 0.1 0.1 0.0 -1.169
C 3.256 -0.535 1.685 -0.2 -0.3 0.0 0.107
N 1.944 -0.672 1.649 0.3 -0.3 0.1 0.661
C 1.251 -0.509 2.816 -0.4 0.1 -0.1 0.512
C -3.045 -3.530 0.251 -0.1 -0.1 -0.1 -0.854
H -2.740 -5.184 -2.667 0.0 0.0 0.0 0.454
H -0.605 -3.961 -2.724 0.0 0.0 0.0 0.480
H -2.089 -2.158 2.251 0.0 0.0 0.0 0.451
H -2.022 -0.549 3.733 0.0 0.0 0.0 0.367
H -0.984 0.109 5.871 0.0 0.0 0.0 0.460
H 1.449 0.329 6.096 0.0 0.0 0.0 0.474
H 3.778 0.203 4.956 0.0 0.0 0.0 0.500
H 5.026 -0.173 2.832 0.0 0.0 0.0 0.463
H 3.785 -0.663 0.753 0.0 0.0 -0.1 0.377
H -3.712 -3.419 1.097 0.0 0.0 0.0 0.518
N 3.783 -2.772 -2.258 0.0 -0.1 0.0 -0.017
C 4.082 -1.616 -2.937 0.0 0.0 0.0 -0.561
C 3.341 -0.646 -2.342 0.1 -0.1 -0.1 -0.945
N 2.598 -1.195 -1.314 -0.3 0.5 -0.3 0.504
C 2.886 -2.481 -1.305 0.0 0.1 0.1 -1.094
H 4.146 -3.691 -2.451 0.0 0.0 0.0 0.237
H 4.758 -1.593 -3.771 0.0 0.0 0.0 0.498
H 3.287 0.396 -2.598 0.0 -0.1 -0.1 0.356
H 2.461 -3.213 -0.643 0.0 0.0 0.0 0.625
C -4.339 0.762 0.637 -0.1 -0.1 0.0 -1.447
C -3.111 1.404 1.219 0.0 0.0 -0.1 0.316
C -3.181 2.278 2.292 0.0 0.0 0.0 -0.931
C -2.043 2.936 2.760 0.2 0.0 0.0 0.272
C -2.150 3.939 3.876 0.0 0.0 0.1 -1.910
C -0.817 2.679 2.167 0.1 0.0 0.2 -0.347
C -0.695 1.730 1.138 -0.3 0.1 -0.5 0.356
C -1.872 1.144 0.650 -0.1 0.0 -0.2 -0.009
N 0.515 1.364 0.528 0.2 0.1 0.5 0.611
C 1.495 2.433 0.215 -0.1 0.2 -0.1 1.626
C 2.428 1.939 -0.876 0.2 -0.1 0.0 -2.080
C 0.746 3.647 -0.355 0.1 0.1 0.0 -1.674
C 2.376 2.809 1.424 0.1 -0.1 0.1 -1.379
H -5.230 1.012 1.212 0.0 0.0 0.0 0.429
H -4.251 -0.326 0.603 0.1 0.0 0.0 0.177
H -4.491 1.088 -0.393 0.0 0.0 0.0 0.308
H -4.140 2.485 2.754 0.0 0.0 0.0 0.429
H -2.972 3.694 4.547 0.0 0.0 0.0 0.440
H -2.334 4.940 3.482 0.0 0.0 0.0 0.333
H -1.232 3.980 4.463 0.0 0.0 0.0 0.387
H 0.044 3.197 2.558 0.0 0.0 0.0 0.400
H -1.834 0.534 -0.247 0.0 -0.1 0.2 0.611
H 1.923 1.863 -1.840 -0.1 0.0 0.1 0.457
H 2.841 0.965 -0.622 0.0 0.3 0.1 0.089
H 3.263 2.636 -0.958 0.0 0.1 -0.1 0.511
H 0.079 3.322 -1.154 0.0 0.0 0.0 0.343
H 1.477 4.336 -0.779 0.0 0.0 0.0 0.506
H 0.162 4.193 0.383 0.0 0.0 0.0 0.352
H 3.242 2.148 1.487 -0.1 0.0 0.0 0.368
H 1.877 2.768 2.386 -0.1 0.0 0.0 0.103
H 2.755 3.823 1.281 0.0 0.0 0.0 0.460
Br 2.304 -1.111 -6.486 0.0 0.0 0.0 -0.195
C 0.570 -0.745 -5.807 0.0 0.0 0.0 -0.248
C -0.472 -0.503 -6.688 0.0 0.0 0.0 -0.366
C -1.737 -0.244 -6.178 0.0 0.0 0.0 -0.662
C -1.955 -0.227 -4.810 0.0 -0.1 0.0 -0.478
C -0.894 -0.452 -3.942 0.0 0.1 -0.1 -0.260
C 0.376 -0.713 -4.440 0.1 0.0 0.1 0.122
C -1.123 -0.414 -2.468 -0.4 0.1 0.5 0.597
O -2.169 -0.792 -1.966 0.0 0.0 -0.2 -0.615
O -0.141 0.104 -1.776 0.5 -0.5 0.1 -1.001
H -0.297 -0.517 -7.754 0.0 0.0 0.0 0.420
H -2.555 -0.057 -6.860 0.0 0.0 0.0 0.410
H -2.940 -0.048 -4.403 0.0 0.0 0.0 0.481
H 1.192 -0.904 -3.757 0.0 0.0 0.0 0.205
```
Positions in Å, forces in eV/Å.



Entry from the Open Molecules 2025 dataset: an isolated ion of composition C5H13N2O and charge +1 in a non-equilibrium geometry (ωB97M-V with the def2-TZVPD basis set).

Output
LUMO level   -3.25 eV
Net charge   +1
Highest occupied orbital energy   -13.8 eV
Kohn-Sham gap   10.561 eV
Energy relative to the best compared isomer or geometry (same formula, charge and spin)   2.4620 eV
Multiplicity   1

Structure (XYZ):
```
21
Properties=species:S:1:pos:R:3:forces:R:3:mulliken_charge:R:1
C 1.024 -2.519 0.126 1.9 -0.3 -0.6 -0.946
N 0.647 -1.414 1.016 -1.7 -0.8 0.1 -0.320
C -0.705 -0.915 0.638 0.5 1.2 -1.0 -0.859
C -0.629 0.682 0.328 2.4 -1.9 1.3 0.091
N 0.872 1.086 0.663 0.3 0.8 -1.7 -0.380
C -0.908 0.981 -1.135 -2.4 1.3 0.9 -0.817
C -0.774 2.479 -1.357 1.4 1.4 -0.3 0.065
O 0.023 3.180 -0.746 -0.7 -0.9 -0.3 -0.542
H 0.410 -3.457 0.182 0.6 1.0 -0.2 0.340
H 1.184 -2.139 -0.893 -1.4 0.0 -0.2 0.301
H 2.118 -2.720 0.182 -0.7 -0.5 1.2 0.342
H 0.469 -1.771 1.965 0.8 0.0 -0.5 0.265
H -1.425 -1.251 1.389 -0.2 0.8 -0.1 0.440
H -1.049 -1.282 -0.344 0.3 -0.5 0.6 0.343
H -1.143 1.252 1.099 -0.5 0.2 -0.6 0.470
H 1.052 2.080 0.367 -0.9 -0.4 0.5 0.352
H 1.084 0.953 1.647 0.1 -0.2 0.0 0.360
H 1.592 0.584 0.100 -0.9 -0.3 0.8 0.317
H -0.431 0.329 -1.862 0.4 0.1 0.0 0.397
H -2.018 0.832 -1.275 0.9 -0.3 0.1 0.375
H -1.392 3.029 -2.091 -0.2 -0.7 0.0 0.406
```
Positions in Å, forces in eV/Å.



Entry from the Open Molecules 2025 dataset: C9H21BiClIO2P2 as an isolated structure in a non-equilibrium geometry (ωB97M-V with the def2-TZVPD basis set).

Output
LUMO level (spin up / spin down)   -9.50 / -10.34 eV
Net charge   +2
Highest occupied orbital energy (spin up / spin down)   -15.5 / -15.4 eV
Kohn-Sham gap (spin up / spin down)   5.953 / 5.091 eV
Multiplicity   1

Structure (XYZ):
```
37
Properties=species:S:1:pos:R:3:forces:R:3:mulliken_charge:R:1
C 0.010 1.274 -4.909 0.0 -1.0 -1.1 -1.070
C 0.011 1.311 -3.448 0.0 3.7 2.8 0.641
H 0.016 2.259 -5.390 0.0 0.1 0.5 0.367
H -0.875 0.716 -5.257 0.2 0.1 0.2 0.342
H 0.888 0.704 -5.258 -0.2 0.1 0.2 0.342
O 0.017 2.141 -2.589 0.0 -3.2 -2.7 -0.243
I -0.036 -3.696 -3.299 0.0 0.8 -0.1 -0.025
Bi -0.009 -1.077 -2.219 0.0 -1.0 1.7 0.902
P 2.645 -0.232 -1.090 1.7 -0.6 0.3 0.736
C 2.904 1.276 -0.110 -0.8 0.4 0.0 -1.244
C 3.223 -1.532 0.069 -0.5 -0.3 -0.1 -1.263
H 4.279 -1.352 0.303 -0.2 0.1 -0.1 0.457
H 5.000 -0.359 -1.703 -0.4 0.1 -0.2 0.404
H 3.111 -2.529 -0.374 0.1 0.2 0.1 0.415
H 3.917 -0.783 -3.083 0.3 0.2 0.2 0.365
H 2.291 1.257 0.790 0.2 0.1 0.0 0.420
H 2.626 -1.503 0.985 0.1 0.0 -0.1 0.341
C 4.074 -0.094 -2.240 -0.5 -0.1 -0.6 -1.195
H 3.956 1.367 0.176 -0.1 -0.2 -0.2 0.402
H 4.150 0.935 -2.625 0.0 -0.4 0.1 0.395
H 2.624 2.148 -0.707 0.1 0.0 0.1 0.380
P -2.648 -0.193 -1.084 -1.7 -0.5 0.2 0.737
C -2.886 1.321 -0.109 0.8 0.4 0.0 -1.245
C -4.075 -0.037 -2.236 0.5 -0.1 -0.6 -1.195
H -3.144 -2.481 -0.365 -0.1 0.2 0.1 0.416
H -4.296 -1.288 0.310 0.2 0.1 -0.1 0.457
H -2.645 -1.460 0.991 -0.1 0.0 -0.1 0.341
C -3.243 -1.482 0.075 0.5 -0.3 -0.1 -1.264
H -3.928 -0.730 -3.078 -0.3 0.2 0.2 0.364
H -5.005 -0.289 -1.698 0.4 0.1 -0.2 0.404
H -3.937 1.427 0.177 0.1 -0.2 -0.2 0.402
H -2.594 2.188 -0.706 -0.1 0.0 0.1 0.380
H -4.139 0.993 -2.622 0.0 -0.4 0.1 0.394
H -2.274 1.295 0.791 -0.2 0.1 0.0 0.420
Cl -0.016 -2.389 0.080 0.0 0.5 -1.2 -0.313
O 0.005 0.561 1.358 0.0 -0.5 -2.6 -0.196
C 0.003 0.332 0.236 0.0 1.2 3.3 0.028
```
Positions in Å, forces in eV/Å.